{
  "formula": "C5H10O",
  "method": "the ωB97M-V functional and the def2-TZVPD basis",
  "de_lowest_ev": 1.224,
  "gap_ev": 11.1,
  "e_tot_ha": -271.70762,
  "max_force_ev_per_a": 0.33,
  "smiles": "CC[C@@]1(C)CO1",
  "e_homo_ev": -10.07,
  "species": ["C", "C", "C", "C", "C", "O", "H", "H", "H", "H", "H", "H", "H", "H", "H", "H"],
  "coordinates": [[-1.437, 1.295, -0.147], [0.075, 1.114, -0.013], [0.565, -0.329, -0.052], [0.885, -1.008, 1.267], [0.219, -1.169, -1.203], [1.508, -0.584, -1.097], [-1.990, 0.760, 0.632], [-1.791, 0.934, -1.119], [-1.703, 2.355, -0.075], [0.418, 1.585, 0.917], [0.578, 1.631, -0.838], [1.695, -1.732, 1.115], [1.208, -0.275, 2.017], [0.013, -1.541, 1.667], [-0.435, -0.779, -1.987], [0.191, -2.255, -1.084]]
}